Record 1
88
Properties=species:S:1:pos:R:3:mulliken_charge:R:1 method="wB97M-V/def2-TZVPD" lumo_energy_ev=-0.016 homo_energy_ev=-9.823 spin_multiplicity=1 relative_energy_kj_mol=59.4 homo_lumo_gap_ev=9.81 smiles=BrCCBr.BrCCBr.BrCCBr.BrCCBr.BrCCBr.BrCCBr.BrCCBr.BrCCBr.BrCCBr.BrCCBr.BrCCBr
Br 3.38614 -28.72421 -9.55876 -0.171
C 1.77461 -27.89934 -8.83016 -0.336
C 0.97049 -27.29665 -9.92186 -0.349
Br -0.40683 -26.17650 -9.14860 -0.168
H 2.15044 -27.15765 -8.13382 0.030
H 1.20487 -28.62690 -8.26420 0.493
H 0.49898 -28.08839 -10.49843 0.438
H 1.55586 -26.69108 -10.59355 0.073
Br 4.61144 -22.99207 -2.35354 0.017
C 4.10363 -24.46349 -1.16087 -0.515
C 4.54630 -25.77272 -1.72871 -0.263
Br 6.45710 -26.00122 -1.79750 -0.150
H 3.01677 -24.42130 -1.13043 0.175
H 4.46511 -24.24871 -0.16218 0.438
H 4.17777 -25.87711 -2.74062 -0.156
H 4.12096 -26.55255 -1.09694 0.449
Br 1.38397 -19.66159 -1.33492 -0.186
C -0.19869 -20.78513 -1.68572 -0.509
C -0.77921 -20.31725 -2.97428 -0.179
Br -2.23464 -21.50652 -3.50824 -0.166
H -0.85671 -20.70256 -0.83016 0.423
H 0.20701 -21.78821 -1.72140 0.295
H -0.04639 -20.36076 -3.76798 -0.060
H -1.16361 -19.30812 -2.94544 0.286
Br 6.08788 -30.05707 -5.28460 -0.142
C 5.47342 -28.89861 -6.69662 -0.596
C 5.93112 -27.48548 -6.45629 0.186
Br 7.82615 -27.27342 -6.83681 -0.130
H 4.39066 -28.95403 -6.74765 0.229
H 5.80643 -29.18855 -7.69128 0.425
H 5.81368 -27.19796 -5.41380 0.144
H 5.36867 -26.77349 -7.05358 -0.176
Br 5.94070 -21.32990 -7.97237 -0.139
C 7.58640 -21.93797 -7.08696 -0.486
C 7.23257 -22.77120 -5.90254 -0.029
Br 8.80598 -23.80271 -5.37504 -0.144
H 8.17497 -21.07933 -6.79676 0.372
H 8.10730 -22.51862 -7.83410 0.433
H 6.42325 -23.49387 -5.98382 -0.147
H 6.93823 -22.17233 -5.04475 0.129
Br 1.46533 -21.15688 -5.95444 -0.109
C 2.35006 -22.74216 -5.25034 -0.124
C 3.14367 -23.45908 -6.29988 0.496
Br 3.87146 -25.07686 -5.50540 -0.041
H 1.53302 -23.35289 -4.87761 -0.062
H 2.94385 -22.42310 -4.40617 -0.093
H 4.01450 -22.87689 -6.58550 -0.299
H 2.51437 -23.66439 -7.15805 0.269
Br 3.75699 -24.46968 -9.52548 -0.044
C 4.95756 -25.03373 -10.93360 -0.595
C 4.15547 -25.43387 -12.14895 -0.571
Br 5.29569 -25.62912 -13.69017 -0.140
H 5.53378 -25.86154 -10.53132 0.414
H 5.66795 -24.25420 -11.19933 0.441
H 3.39234 -24.69626 -12.37506 0.382
H 3.64842 -26.38358 -11.99281 0.222
Br 4.75316 -20.40686 -4.61057 -0.055
C 4.18975 -18.62369 -5.20997 -0.316
C 5.27070 -17.65390 -4.89816 -0.624
Br 4.80064 -15.93495 -5.72844 -0.186
H 3.20121 -18.49432 -4.80586 0.158
H 4.12387 -18.71505 -6.29088 0.210
H 6.25047 -17.98796 -5.20067 0.402
H 5.30015 -17.37880 -3.84887 0.390
Br 4.17596 -20.81740 -11.33915 -0.190
C 2.43338 -20.15702 -10.76742 -0.475
C 1.98798 -21.03507 -9.60670 0.100
Br 0.08820 -20.74668 -9.26732 -0.153
H 1.71418 -20.27938 -11.57272 0.429
H 2.53197 -19.11254 -10.51170 0.270
H 2.48267 -20.77865 -8.67350 -0.096
H 2.14967 -22.07970 -9.83211 0.068
Br 1.21810 -25.68744 -2.91004 -0.067
C -0.40430 -25.87673 -3.97595 -0.563
C -0.69161 -27.29949 -4.38256 -0.603
Br -0.78719 -28.53303 -2.88303 -0.140
H -0.33184 -25.18749 -4.81194 0.306
H -1.19942 -25.51236 -3.32924 0.399
H 0.02496 -27.70472 -5.09034 0.278
H -1.66205 -27.37733 -4.87084 0.416
Br -1.45375 -17.40252 -4.90123 -0.138
C -0.44434 -17.52647 -6.54633 -0.208
C 0.83298 -16.83703 -6.34216 -0.461
Br 1.97145 -17.12233 -7.91012 -0.153
H -1.03620 -17.15950 -7.37395 0.441
H -0.21394 -18.56409 -6.76298 -0.039
H 1.34567 -17.28420 -5.50342 0.215
H 0.75978 -15.76714 -6.22380 0.402

Record 2
76
Properties=species:S:1:pos:R:3:mulliken_charge:R:1 method="wB97M-V/def2-TZVPD" lumo_energy_ev="4.723 / 4.723" homo_energy_ev="-0.050 / -0.047" spin_multiplicity=3 charge=-2 relative_energy_kj_mol=190.7 homo_lumo_gap_ev="4.77 / 4.77"
C -0.88883 1.41618 -4.66659 0.470
C -1.74312 0.33170 -4.30397 1.146
C -0.91906 -0.81199 -3.99330 0.925
C -3.23679 0.33646 -4.36870 -1.520
C 0.44484 -0.43946 -4.22576 0.534
C 0.49249 0.93422 -4.64989 0.679
C 1.74040 1.67336 -4.94428 -1.396
C -1.39196 2.75595 -5.09636 -1.708
C -1.40235 -2.15858 -3.58791 -1.937
C 1.61061 -1.34200 -4.07800 -1.884
Mo -0.35459 0.85851 -2.48763 0.805
Cl -2.39260 0.40139 -1.23980 -0.465
Cl -0.40415 3.24973 -1.88769 -0.434
O 0.96322 -0.29552 -1.46440 -0.600
H -3.67858 1.29024 -4.05871 0.346
H -3.67004 -0.43279 -3.72812 0.306
H -3.60988 0.15039 -5.38254 0.340
H -2.31393 -2.09068 -2.98870 0.315
H -0.64787 -2.66041 -2.97318 0.366
H -1.63771 -2.79354 -4.44799 0.216
H 1.39566 -2.12864 -3.35040 0.283
H 2.49859 -0.82080 -3.71260 0.370
H 1.82730 -1.82378 -5.04040 0.321
H 2.58764 1.13742 -4.52598 0.256
H 1.77316 2.63221 -4.28359 0.259
H 1.84264 1.86384 -6.01355 0.282
H -2.26732 3.06845 -4.52048 0.374
H -1.72342 2.73786 -6.14663 0.293
H -0.65141 3.55034 -4.96912 0.349
H 1.02104 0.19501 -0.57139 -0.089
O 1.58903 2.76023 -3.06465 -0.412
H 2.18282 3.41698 -2.66246 -0.010
C -0.96267 -3.07468 2.80820 -1.667
C -1.53942 -2.16960 1.71547 1.791
C -1.90154 -3.03788 0.50901 -1.484
C -2.80394 -1.46369 2.23635 -1.152
O -0.53909 -1.24435 1.25825 0.164
Si 0.36485 -0.19298 2.15226 0.397
S 0.53104 1.49132 1.07941 -0.499
O -0.31507 0.07472 3.64583 -0.419
C -0.85396 1.29681 4.14252 1.754
C -1.96506 1.86462 3.25847 -1.349
C -1.41573 0.97456 5.52192 -1.807
C 0.22001 2.35852 4.33223 -1.609
O 1.78247 -1.05835 2.37606 -0.743
C 3.14570 -0.60844 2.40522 1.892
C 3.63235 -0.09248 1.05320 -1.672
C 3.31250 0.50534 3.44325 -1.300
C 4.00047 -1.82425 2.77355 -1.993
H -1.69193 -3.83690 3.11082 0.471
H -0.69640 -2.48295 3.69528 0.161
H -0.06518 -3.57902 2.43261 0.318
H -2.67143 -3.73906 0.84817 0.413
H -2.28553 -2.44049 -0.32710 0.010
H -1.03312 -3.60297 0.15265 0.387
H -2.58695 -0.98940 3.20490 0.013
H -3.19304 -0.72386 1.51699 0.160
H -3.61260 -2.19475 2.40351 0.500
H -2.78669 1.16088 3.13359 0.225
H -2.37742 2.77513 3.71311 0.504
H -1.58262 2.13194 2.27011 0.245
H -0.64052 0.54962 6.16417 0.361
H -1.78098 1.90623 5.95665 0.401
H -2.23224 0.25024 5.45790 0.362
H 1.07114 1.99212 4.90182 0.267
H 0.58389 2.71690 3.37007 0.201
H -0.21385 3.21550 4.85700 0.566
H 3.11588 0.82946 0.78295 0.379
H 4.70639 0.12760 1.12812 0.497
H 3.49818 -0.83016 0.25482 0.297
H 2.88765 0.19271 4.40398 0.254
H 4.37214 0.74075 3.62003 0.501
H 2.82584 1.41756 3.08254 0.221
H 3.69187 -2.24440 3.73528 0.399
H 3.92743 -2.60533 2.00469 0.392
H 5.04136 -1.49884 2.84894 0.408

Record 3
73
Properties=species:S:1:pos:R:3:mulliken_charge:R:1 method="wB97M-V/def2-TZVPD" lumo_energy_ev="-6.329 / -6.207" homo_energy_ev="-14.190 / -14.167" spin_multiplicity=5 charge=+2 relative_energy_kj_mol=173.1 homo_lumo_gap_ev="7.86 / 7.96"
Pm -0.92771 -0.09705 0.83797 0.853
P -0.14998 -2.66554 -0.13557 0.757
P -0.06866 2.60713 0.16103 0.541
N 0.13953 0.05420 -1.57568 -0.031
C -0.00755 -2.45865 -1.96208 -0.783
H 0.70847 -3.20135 -2.33321 0.376
H -0.98651 -2.69068 -2.41756 0.545
C 0.45179 -1.07933 -2.46231 -1.330
H 1.53949 -1.05733 -2.61682 0.469
H -0.00830 -0.88924 -3.45057 0.462
C 0.44866 1.29347 -2.31813 -1.380
H 0.04015 1.20447 -3.34200 0.532
H 1.54269 1.32616 -2.42034 0.475
C -0.09928 2.57919 -1.67903 -0.882
H -1.13485 2.74035 -2.01904 0.569
H 0.50540 3.42173 -2.04268 0.434
C 1.48434 3.59306 0.48648 0.434
C 2.06659 3.33474 1.87926 -1.233
H 2.94057 3.97942 2.03195 0.485
H 2.40539 2.29471 1.99354 0.302
H 1.34430 3.56014 2.67749 0.135
C -1.59856 3.62913 0.51730 0.482
C -1.75911 3.89559 2.01632 -1.206
H -2.67640 4.47720 2.17908 0.466
H -0.91579 4.48282 2.42395 0.184
H -1.84853 2.97575 2.60675 0.239
C -1.68114 -3.74963 -0.06698 0.423
C -2.03610 -4.17705 1.35975 -1.326
H -2.98595 -4.72196 1.34397 0.468
H -2.17027 -3.32745 2.05116 0.288
H -1.27491 -4.85238 1.78720 0.188
C 1.42143 -3.60105 0.23077 0.439
C 1.88169 -3.40812 1.67909 -1.372
H 2.88912 -3.84126 1.78792 0.470
H 1.22697 -3.95500 2.38756 0.337
H 1.93706 -2.36060 1.97668 0.175
C 1.29310 -0.02655 -0.13121 0.164
O 2.45098 -0.04795 -0.36667 -0.418
C -1.77028 4.89491 -0.32025 -1.544
H -1.10678 5.70659 0.01983 0.284
H -1.59996 4.73444 -1.38982 0.343
H -2.79647 5.24856 -0.20046 0.490
C -1.70416 -4.94175 -1.02008 -1.499
H -2.71230 -5.35644 -1.02552 0.484
H -1.45749 -4.67158 -2.05920 0.328
H -1.02101 -5.73856 -0.70056 0.288
C 1.39674 -5.07465 -0.16218 -1.612
H 2.40797 -5.48640 -0.02905 0.507
H 0.72850 -5.65914 0.49538 0.278
H 1.11516 -5.24129 -1.20184 0.337
C 1.36975 5.09551 0.22394 -1.585
H 0.74918 5.59576 0.97636 0.278
H 2.37556 5.53430 0.29796 0.514
H 0.99139 5.33153 -0.77837 0.328
H 2.18845 3.17098 -0.25383 0.433
H 2.15804 -3.08505 -0.41794 0.512
H -2.41012 2.93312 0.21362 0.417
H -2.46313 -3.04180 -0.40670 0.438
H -1.30016 0.06554 -1.31364 0.316
H -2.10810 0.04426 -0.85834 -0.067
N -0.76810 -2.58015 4.03507 -0.195
C -0.63928 -1.22950 4.15713 0.839
C -0.84513 -0.58124 5.38203 -0.726
C -0.65003 0.77169 5.47561 -0.745
C -0.18119 1.46214 4.37122 -0.507
C 0.06490 0.77250 3.18415 -0.078
N -0.30678 -0.52822 3.03747 -0.027
H -0.33749 -3.03756 3.18898 -0.322
H -0.93036 -3.10743 4.82199 0.180
H -1.16985 -1.22543 6.22311 0.368
H -0.86001 1.30425 6.41655 0.446
H -0.00812 2.56014 4.38364 0.358
H 0.64696 1.20290 2.34872 0.410